[1]
56
Properties=species:S:1:pos:R:3 method="wB97M-V/def2-TZVPD" molar_mass_g_mol=657.5 relative_energy_kcal_mol=13.7 multiplicity=5 charge=0 orbital_gap_ev="4.1 / 4.8" lumo_energy_ha="0.003 / -0.110" e_homo_ev="-4.048 / -7.808"
C 2.50 0.33 -3.99
C 1.67 -0.14 -2.94
N 1.20 0.77 -2.00
C 1.48 2.08 -2.11
C 2.29 2.56 -3.13
C 2.82 1.67 -4.07
C 1.32 -1.50 -2.80
P 0.13 -1.92 -1.55
Ir -0.01 0.01 -0.36
P 0.25 2.13 0.37
C 0.90 3.04 -1.10
O 4.06 -1.84 -1.16
O 3.84 0.37 0.26
H 2.86 -0.40 -4.71
H 2.50 3.63 -3.16
H 3.48 2.04 -4.86
C -1.49 -2.35 -2.25
C 0.73 -3.34 -0.59
H 1.65 3.78 -0.77
H 0.06 3.60 -1.54
H 3.41 -1.90 -1.90
H 1.66 -2.21 -3.56
C -1.28 2.88 0.93
C 1.53 2.35 1.63
H 1.43 -0.69 0.18
H 4.36 0.22 1.07
H 3.99 -0.45 -0.29
H 4.93 -2.02 -1.56
H -1.25 0.38 -1.31
H 1.30 0.10 0.68
H -1.40 -3.24 -2.89
H -2.19 -2.53 -1.43
H -1.85 -1.50 -2.85
H 0.74 -4.23 -1.23
H 1.74 -3.13 -0.22
H 0.05 -3.50 0.25
H 1.69 3.43 1.79
H 1.19 1.86 2.55
H 2.46 1.87 1.28
H -1.14 3.96 1.10
H -2.07 2.71 0.18
H -1.58 2.40 1.87
Br -0.63 -0.35 3.99
C -2.47 -0.78 3.82
C -3.20 -1.08 4.97
C -4.60 -1.17 4.93
C -5.27 -0.97 3.71
C -4.54 -0.74 2.55
C -3.14 -0.69 2.57
C -2.47 -0.49 1.22
O -3.15 -0.02 0.29
O -1.21 -0.84 1.17
H -2.70 -1.22 5.92
H -5.17 -1.39 5.83
H -6.36 -0.98 3.65
H -5.05 -0.57 1.60

[2]
56
Properties=species:S:1:pos:R:3 method="wB97M-V/def2-TZVPD" molar_mass_g_mol=625.2 relative_energy_kcal_mol=0.0 charge=0 orbital_gap_ev=7.3 lumo_energy_ha=0.012 e_homo_ev=-6.952
C 2.85 3.37 -0.77
C 1.71 2.58 -0.45
N 1.86 1.22 -0.38
C 3.04 0.64 -0.49
C 4.18 1.38 -0.84
C 4.09 2.76 -0.98
C 0.41 3.17 -0.26
P -0.98 2.24 0.34
Tl 0.08 -0.06 0.92
P 1.57 -1.78 -0.34
C 3.17 -0.88 -0.21
O 0.00 2.62 -3.14
O 1.05 0.22 -3.61
H 2.71 4.44 -0.85
H 5.12 0.86 -1.00
H 4.97 3.36 -1.25
C -1.40 2.62 2.08
C -2.49 2.53 -0.62
H 3.90 -1.34 -0.88
H 3.54 -1.03 0.82
H 0.00 2.95 -2.22
H 0.35 4.27 -0.32
C 1.60 -3.14 0.87
C 1.55 -2.56 -1.97
H -1.06 0.02 -2.15
H 0.45 -0.14 -4.28
H 0.71 1.16 -3.46
H 0.30 3.39 -3.68
H 0.87 0.01 2.44
H -0.30 0.01 -2.16
H -1.75 3.65 2.22
H -2.19 1.93 2.42
H -0.53 2.44 2.72
H -2.91 3.54 -0.47
H -2.31 2.38 -1.70
H -3.26 1.80 -0.31
H 2.37 -3.28 -2.14
H 0.59 -3.10 -2.08
H 1.57 -1.80 -2.77
H 2.41 -3.87 0.73
H 1.67 -2.73 1.89
H 0.64 -3.68 0.82
Cl -6.09 -6.04 2.41
C -4.92 -4.83 2.19
C -4.57 -3.96 3.26
C -3.62 -2.97 3.05
C -3.05 -2.86 1.77
C -3.37 -3.70 0.72
C -4.32 -4.70 0.92
C -2.08 -1.78 1.47
O -1.85 -0.94 2.38
O -1.54 -1.79 0.29
H -5.06 -4.09 4.22
H -3.30 -2.27 3.83
H -2.87 -3.56 -0.23
H -4.58 -5.35 0.09

[3]
52
Properties=species:S:1:pos:R:3 method="wB97M-V/def2-TZVPD" smiles="C=CCc1ccccc1OC[C@@H](O)CN1CC[NH+](CCO)CC1" molar_mass_g_mol=321.4 relative_energy_kcal_mol=51.7 charge=+1 orbital_gap_ev=9.0 lumo_energy_ha=-0.077 e_homo_ev=-11.142
C 0.94 0.84 -2.72
C 0.52 1.83 -1.94
C -0.92 2.14 -1.68
C -1.19 2.59 -0.27
C -0.77 3.84 0.15
C -1.05 4.30 1.43
C -1.78 3.49 2.29
C -2.20 2.24 1.89
C -1.90 1.77 0.62
O -2.24 0.52 0.14
C -3.09 -0.30 0.90
C -2.36 -1.02 2.06
O -3.27 -1.37 3.07
H -3.89 -2.03 2.75
C -1.56 -2.27 1.62
N -0.41 -2.08 0.77
C 0.53 -1.07 1.18
C 1.88 -1.38 0.53
N 1.75 -1.39 -0.95
H 1.42 -0.45 -1.28
C 3.03 -1.69 -1.62
H 3.40 -2.65 -1.25
H 2.84 -1.78 -2.69
C 4.12 -0.64 -1.40
H 3.72 0.37 -1.56
O 4.62 -0.76 -0.08
H 5.48 -0.34 -0.01
H 4.91 -0.82 -2.13
C 0.69 -2.36 -1.34
C -0.63 -2.01 -0.66
H -1.38 -2.74 -0.95
H -0.97 -1.01 -0.99
H 0.58 -2.34 -2.43
H 1.01 -3.36 -1.03
H 2.63 -0.65 0.82
H 2.21 -2.37 0.84
H 0.66 -1.11 2.26
H 0.22 -0.05 0.91
H -2.24 -2.98 1.13
H -1.21 -2.75 2.55
H -1.67 -0.32 2.54
H -3.49 -1.03 0.19
H -3.92 0.27 1.32
H -2.77 1.64 2.58
H -2.02 3.84 3.28
H -0.72 5.27 1.74
H -0.24 4.48 -0.54
H -1.18 2.96 -2.36
H -1.55 1.29 -1.94
H 1.23 2.50 -1.48
H 1.98 0.74 -3.01
H 0.24 0.21 -3.24

- Look up the charge of the first one.
  0